Entry 1:
Density functional theory data (ωB97M-V/def2-TZVPD) for a structure of composition C25H47N3O3SbZn.

Geometry as XYZ:
```
80
Properties=species:S:1:pos:R:3:forces:R:3
Zn 0.59871 -0.96006 0.32620 0.09 0.05 -0.01
C 4.11206 -2.89514 1.57774 0.04 -0.03 0.01
C 3.30590 -1.63759 1.85346 0.04 0.11 -0.18
C 4.09453 -0.63084 2.67526 0.03 0.00 0.05
O 2.92376 -1.02091 0.58481 0.02 -0.19 0.03
C 2.01731 -1.99717 2.61681 -0.33 0.09 -0.05
O 2.14953 -2.58334 3.66758 0.00 -0.04 0.07
O 0.87876 -1.63676 2.09932 0.16 -0.07 0.01
H 5.07808 -2.64640 1.13010 -0.01 0.01 -0.01
H 3.58187 -3.57172 0.90277 -0.02 0.01 0.02
H 4.28859 -3.42115 2.51340 0.01 0.00 0.00
H 5.01217 -0.34348 2.15552 -0.01 -0.01 0.00
H 4.35738 -1.07752 3.63223 0.01 0.01 0.00
H 3.50234 0.26596 2.86342 0.00 -0.02 -0.01
H 3.71565 -0.93665 0.04072 0.00 0.03 0.04
C 3.14064 2.41124 0.66811 0.11 0.07 -0.02
C 2.07575 2.87352 -0.32678 0.01 -0.05 0.00
C 2.57857 2.57896 -1.74138 0.09 0.09 0.01
C 1.81133 4.36648 -0.14075 0.11 0.01 -0.02
Sb 0.29973 1.66088 -0.00589 -0.02 -0.18 -0.05
C -0.68027 2.38754 1.79284 0.06 0.00 -0.01
C -1.38746 3.72109 1.56772 -0.04 -0.01 0.12
C 0.39654 2.52169 2.86951 -0.07 0.08 0.11
C -1.67807 1.31836 2.23826 -0.02 0.02 0.09
C -1.04013 2.03638 -1.68341 0.01 0.04 0.02
C -2.45549 1.60730 -1.29815 -0.06 -0.01 -0.06
C -1.06463 3.50130 -2.11262 -0.06 0.00 -0.07
C -0.54905 1.14449 -2.82453 -0.06 0.00 -0.11
H 4.05485 2.99226 0.49721 -0.04 -0.03 0.00
H 3.38250 1.35655 0.54391 -0.02 0.02 0.00
H 2.84668 2.56667 1.70490 0.00 0.01 0.00
H 3.55880 3.05194 -1.87047 -0.05 -0.02 -0.01
H 1.92457 2.97513 -2.51693 -0.04 0.02 0.00
H 2.70956 1.50738 -1.91856 0.00 0.01 0.02
H 2.70971 4.92020 -0.43777 -0.03 -0.02 0.03
H 1.61498 4.61339 0.90332 -0.03 -0.01 -0.02
H 0.98469 4.73867 -0.74332 -0.01 -0.01 -0.02
H -0.70866 4.50881 1.24209 0.04 0.00 -0.01
H -1.83770 4.04625 2.51284 0.02 -0.01 -0.03
H -2.19388 3.64189 0.83905 0.00 0.01 0.01
H 1.07746 3.34846 2.66897 0.01 0.00 0.00
H 0.97895 1.60443 2.99324 -0.03 -0.01 -0.01
H -0.08905 2.72871 3.82991 0.02 -0.01 -0.04
H -2.46363 1.14340 1.50263 -0.01 0.00 -0.03
H -2.15761 1.65917 3.16324 0.00 -0.02 -0.04
H -1.18279 0.36933 2.45742 0.00 -0.01 -0.01
H -2.89949 2.26952 -0.55579 -0.01 -0.01 0.01
H -2.48913 0.58646 -0.91764 0.02 0.01 -0.02
H -3.08828 1.65109 -2.19277 0.02 0.01 0.04
H -1.39614 4.16026 -1.30847 0.02 -0.02 -0.01
H -1.77397 3.61499 -2.94085 0.02 -0.01 0.03
H -0.09899 3.85582 -2.46842 0.05 -0.02 -0.01
H -0.56980 0.08619 -2.54623 -0.01 0.02 0.02
H 0.46237 1.39492 -3.14914 -0.03 -0.01 0.01
H -1.21289 1.26702 -3.68879 0.04 0.00 0.03
N 1.05856 -2.71722 -0.87833 -0.02 0.13 -0.02
C 0.03072 -3.36906 -1.64627 0.04 0.03 0.04
C -0.73445 -4.36862 -1.06575 0.00 -0.03 0.03
C -1.75007 -4.96584 -1.79709 -0.04 0.01 -0.03
C -2.00525 -4.56556 -3.10374 0.02 0.02 0.06
C -1.23604 -3.56052 -3.67446 0.01 0.00 0.02
C -0.21759 -2.95957 -2.94670 -0.02 0.03 -0.04
H 1.34774 -3.30289 -0.09892 0.02 -0.03 -0.02
H 1.88347 -2.55150 -1.44469 0.01 0.02 0.02
H -0.53237 -4.68175 -0.04685 -0.02 0.01 -0.02
H -2.33694 -5.75579 -1.34558 0.01 0.01 -0.02
H -2.78691 -5.04495 -3.67797 0.00 0.01 0.01
H -1.42054 -3.24656 -4.69373 0.01 -0.01 0.01
H 0.38614 -2.17731 -3.39488 -0.01 -0.02 0.01
C -4.61177 -2.40575 -0.80587 0.07 0.01 0.15
N -3.76877 -2.26250 0.38712 0.22 0.06 -0.11
C -4.39682 -2.27326 1.71340 0.05 0.01 -0.10
C -2.54255 -1.81795 0.26312 -0.35 -0.19 0.15
N -1.45329 -1.44401 0.17990 -0.02 -0.01 0.00
H -5.22771 -1.51866 -0.95768 -0.02 0.02 0.00
H -5.25509 -3.27209 -0.66697 -0.01 -0.02 -0.01
H -3.98091 -2.57253 -1.67461 0.03 0.00 -0.03
H -5.01439 -1.38675 1.85991 -0.02 0.02 0.00
H -3.62626 -2.31091 2.47863 0.02 0.01 0.00
H -5.01611 -3.16379 1.79217 -0.02 -0.02 0.01
```
Positions in Å, forces in eV/Å.

The energy relative to the best compared isomer or geometry (same formula, charge and spin) comes out at 0.111 eV. The HOMO energy comes out at -11.581 eV. Its net charge is +1. The value obtained for the HOMO-LUMO gap is 0.345 hartree. The calculation puts the total energy at -3390.2113 hartree.


Entry 2:
Density functional theory data (ωB97M-V/def2-TZVPD) for the molecule C6H12NOP.

Geometry as XYZ:
```
21
Properties=species:S:1:pos:R:3:forces:R:3
C 1.03994 -0.85855 -1.74857 0.07 0.72 0.30
P 0.29134 -1.72992 -0.17806 0.67 -0.43 0.04
C -1.44995 -2.43568 -0.55304 -1.84 0.02 0.18
C 0.01396 -0.28348 1.09722 -0.52 1.82 -0.50
C -0.95272 0.95385 0.52281 -0.29 0.97 -0.92
C -0.08554 2.36109 0.77721 0.25 -1.02 -1.65
C 1.42656 1.75429 0.55831 2.20 1.58 -0.82
O 2.43624 2.31506 -0.11284 -6.04 -3.79 4.47
N 1.35015 0.40964 1.24706 0.41 1.23 -0.69
H 1.42241 -1.63283 -2.54621 -1.11 1.44 1.65
H 2.01190 -0.29490 -1.34671 -2.29 -1.05 -0.89
H 0.23811 -0.11435 -2.16414 1.83 -1.26 0.34
H -2.30113 -1.71829 -0.14432 1.66 -1.38 -0.93
H -1.60078 -3.46412 0.02372 0.55 2.21 -1.28
H -1.67586 -2.62058 -1.68640 0.61 0.39 2.11
H -0.34483 -0.73185 2.11983 0.58 0.94 -2.02
H -2.05423 0.95828 0.92522 2.34 0.06 -0.32
H -1.12170 0.95213 -0.65643 0.63 -0.53 2.46
H -0.31853 2.77855 1.85924 0.96 -0.69 -2.40
H -0.20393 3.12098 -0.13155 -0.21 -1.41 2.38
H 1.87859 0.28067 2.13764 -0.46 0.16 -1.51
```
Positions in Å, forces in eV/Å.

The energy relative to the best compared isomer or geometry (same formula, charge and spin) comes out at 3.451 eV. The HOMO energy comes out at -8.105 eV. The value obtained for the HOMO-LUMO gap is 0.316 hartree. The calculation puts the total energy at -707.0271 hartree.


Entry 3:
Density functional theory data (ωB97M-V/def2-TZVPD) for a cluster of 2 separate species, C4H11NO in total.

Geometry as XYZ:
```
17
Properties=species:S:1:pos:R:3:forces:R:3
C -0.48250 0.65414 1.51246 -0.44 -0.40 0.33
C -1.57120 -0.19027 2.18164 0.02 0.96 0.74
H 0.20378 -0.03027 1.03804 0.27 0.04 -0.42
H -0.91088 1.33629 0.78761 0.10 0.08 -0.18
H 0.11529 1.23160 2.21382 -0.17 0.09 0.18
H -1.13402 -0.71298 3.03260 -0.07 -0.64 -0.34
H -2.10146 -0.81648 1.46862 0.23 -0.37 0.11
H -2.33562 0.42311 2.66352 -0.05 0.25 -0.20
C 1.05387 -1.27931 -1.45519 0.39 -0.77 -0.73
C 1.39760 0.12153 -1.88044 -0.26 0.67 0.95
O 2.47784 0.45481 -2.31200 -0.04 -0.29 -0.36
N 0.43993 1.06936 -1.57951 -0.60 0.42 -0.64
H 1.74177 -1.95131 -1.96148 0.41 0.01 0.34
H 0.10360 -1.62495 -1.81824 -0.82 0.27 -0.09
H 0.45979 1.92602 -2.11149 0.62 0.11 0.08
H -0.52245 0.83690 -1.39687 0.16 -0.65 0.14
H 1.06465 -1.44819 -0.38310 0.23 0.21 0.09
```
Positions in Å, forces in eV/Å.

The energy relative to the best compared isomer or geometry (same formula, charge and spin) comes out at 0.334 eV. The HOMO energy comes out at -9.941 eV. The value obtained for the HOMO-LUMO gap is 0.394 hartree. The calculation puts the total energy at -289.0047 hartree.


Entry 4:
Density functional theory data (ωB97M-V/def2-TZVPD) for a structure of composition C52H66N9OPRbS3Si2Te.

Geometry as XYZ:
```
136
Properties=species:S:1:pos:R:3:forces:R:3
Rb 0.27999 -0.13950 -0.00796 0.51 0.23 0.00
N -1.38713 -2.44455 1.39087 0.58 -0.03 0.13
C -2.76959 -2.68346 1.47072 -0.66 0.12 -0.18
C -3.28564 -3.67771 2.29532 0.09 -0.13 0.05
C -4.64620 -3.91676 2.34749 0.06 0.07 0.00
C -5.51741 -3.17232 1.56722 -0.05 -0.01 -0.04
C -5.01267 -2.20517 0.71987 0.04 -0.08 0.21
C -3.64757 -1.94283 0.67226 0.32 0.07 0.09
P -2.94717 -0.79963 -0.58841 -0.87 -0.38 0.10
C -4.17262 0.55406 -0.52080 0.26 0.12 0.07
C -4.44263 1.33425 -1.64367 0.10 -0.05 0.06
C -5.35048 2.37540 -1.57366 -0.09 0.13 -0.07
C -5.98206 2.67034 -0.37658 0.01 0.03 0.01
C -5.66939 1.94443 0.76133 -0.04 0.09 0.03
C -4.76253 0.90236 0.69347 0.06 -0.04 -0.04
C -3.51673 -1.83387 -1.99450 0.16 0.16 -0.10
C -4.63863 -1.59527 -2.77917 0.11 0.06 0.15
C -4.94031 -2.44646 -3.82879 -0.07 -0.07 -0.12
C -4.14746 -3.55240 -4.08374 -0.06 -0.02 -0.08
C -3.05916 -3.82544 -3.26878 -0.02 -0.04 -0.01
C -2.74280 -2.96827 -2.23217 -0.05 0.07 -0.01
H -1.15323 -1.48081 1.60849 -0.13 -0.38 0.31
H -0.86626 -3.05564 2.01250 -0.03 0.22 -0.06
H -2.61157 -4.27366 2.89673 0.06 -0.01 0.09
H -5.03007 -4.67509 3.01167 -0.02 -0.12 0.05
H -6.57812 -3.35818 1.60973 -0.14 -0.03 -0.01
H -5.68517 -1.64371 0.08679 -0.04 0.03 -0.05
H -3.94725 1.11417 -2.58193 -0.15 -0.01 -0.04
H -5.57602 2.95427 -2.45766 0.00 0.04 -0.06
H -6.70901 3.46664 -0.33030 -0.06 0.08 0.01
H -6.14320 2.18324 1.70202 -0.02 0.02 0.08
H -4.52191 0.34147 1.58683 -0.07 -0.02 0.02
H -5.29196 -0.75955 -2.57008 0.03 0.02 -0.04
H -5.80429 -2.24279 -4.44730 -0.03 -0.03 -0.01
H -4.38789 -4.20436 -4.91048 0.00 -0.08 -0.04
H -2.45794 -4.70431 -3.44561 0.07 -0.10 -0.02
H -1.90303 -3.18890 -1.58160 0.04 0.00 -0.03
C 1.01677 5.53851 1.77124 -0.02 0.36 -0.32
C -0.36987 4.92878 1.91945 0.09 -0.50 -0.01
S -0.51381 3.22110 1.27593 -0.31 0.12 0.13
C -1.48103 3.45248 -0.24780 0.35 -0.03 0.37
C -0.72288 4.15302 -1.35700 0.23 -0.22 -0.26
S 0.88711 3.35271 -1.69171 0.04 0.39 -0.23
C 1.94960 4.81833 -1.95531 -0.11 -0.45 0.31
C 2.49559 5.47434 -0.69718 -0.41 0.37 0.04
S 1.26135 6.47932 0.21842 0.38 -0.26 0.18
H 1.78631 4.77140 1.82723 0.08 0.00 0.09
H 1.18208 6.25528 2.57622 0.04 -0.04 0.03
H -1.12678 5.53226 1.42073 -0.06 0.04 0.10
H -0.61436 4.85647 2.97933 -0.09 0.06 -0.02
H -2.38157 4.01110 0.01426 -0.08 -0.13 -0.12
H -1.77171 2.44026 -0.54668 -0.11 0.09 -0.03
H -0.50997 5.18695 -1.08819 -0.10 -0.09 -0.05
H -1.30466 4.11279 -2.27851 -0.01 0.07 0.04
H 1.38715 5.53539 -2.55148 0.08 -0.01 -0.14
H 2.78456 4.44021 -2.54805 -0.02 0.08 -0.14
H 3.29075 6.16437 -0.98258 0.04 -0.02 0.05
H 2.90997 4.74751 -0.00154 0.07 0.01 -0.01
C 5.68146 2.91532 -0.62807 0.41 0.44 -0.30
N 4.89087 1.77062 -0.26231 -0.65 -0.14 0.19
C 3.58665 1.68057 0.03313 0.12 -0.10 0.01
N 3.25831 0.41953 0.23451 -0.56 -0.05 0.09
C 4.42370 -0.23989 0.04156 0.04 0.28 0.00
N 5.42435 0.54972 -0.25655 0.83 -0.60 -0.13
C 5.59157 4.06734 0.34051 -0.03 0.11 0.11
C 5.93512 5.34208 -0.10191 -0.02 -0.20 0.10
C 5.86214 6.43083 0.75057 0.03 -0.06 -0.02
C 5.44122 6.26760 2.05716 -0.12 -0.21 0.12
C 5.09501 4.99550 2.50766 0.14 -0.21 -0.50
C 5.18726 3.89518 1.65369 0.05 0.18 -0.02
C 4.60118 4.80043 3.85134 -0.26 0.53 0.82
N 4.31139 5.70472 4.74137 0.67 0.41 -1.60
N 3.84257 5.06966 5.82008 -0.51 -1.18 1.17
C 3.85948 3.79519 5.56034 0.05 1.01 0.00
O 4.33099 3.55485 4.31131 0.05 0.03 -0.01
C 3.39408 2.70134 6.37654 -0.15 -0.64 0.04
C 2.79443 2.92142 7.61754 0.15 0.00 -0.27
C 2.27513 1.84943 8.31676 -0.04 -0.01 0.05
C 2.35018 0.56425 7.80004 0.10 -0.03 -0.12
C 2.96259 0.34000 6.57438 0.09 -0.08 0.10
C 2.97100 -1.02431 5.92709 0.20 0.29 0.43
N 1.88152 -1.08916 4.98281 -0.09 -0.14 -0.94
C 1.86755 -0.73497 3.69038 -0.06 -0.10 0.02
N 0.64531 -0.83300 3.20739 -0.07 0.12 -0.56
C -0.07185 -1.25178 4.27760 0.16 0.09 -0.04
N 0.64527 -1.41285 5.35860 -0.38 -0.24 0.85
C 3.48548 1.40748 5.86845 -0.02 0.22 0.20
H 5.36720 3.25891 -1.62063 0.13 -0.08 0.09
H 6.71604 2.56315 -0.70013 -0.23 -0.02 -0.05
H 2.91293 2.50858 0.10409 -0.17 0.32 -0.03
H 4.52529 -1.30330 0.12630 0.10 -0.20 0.00
H 6.26985 5.47345 -1.11916 0.01 0.07 -0.19
H 6.12661 7.41101 0.38803 0.05 0.12 -0.02
H 5.37495 7.09946 2.73805 -0.04 0.15 0.06
H 4.94092 2.91339 2.03087 -0.05 -0.06 0.00
H 2.74077 3.92564 8.00392 -0.05 0.14 0.05
H 1.78379 2.01303 9.26369 0.02 0.03 0.10
H 1.92684 -0.26380 8.34701 -0.07 -0.11 0.06
H 2.82962 -1.81153 6.66726 0.02 -0.02 -0.15
H 3.90074 -1.18983 5.37745 -0.10 -0.06 0.10
H 2.72905 -0.43569 3.12685 0.27 0.08 -0.03
H -1.12865 -1.43365 4.25703 -0.20 -0.06 0.02
H 3.96051 1.24585 4.91117 0.03 -0.02 -0.09
C -3.25641 4.16281 -4.08998 0.30 -0.36 -0.56
Si -2.25280 3.30488 -5.47682 0.14 0.31 0.22
C -0.44752 3.91969 -5.37083 -0.66 -0.37 -0.17
C -2.99400 3.73277 -7.17768 0.27 -0.24 0.64
C -2.34790 1.41506 -5.19465 0.18 0.59 0.24
Te -1.32035 0.72297 -3.40599 0.15 0.29 -0.76
C 0.54616 0.32492 -4.42326 -0.20 -0.59 0.13
Si 0.71724 -1.53243 -4.80226 -0.08 -0.24 0.13
C -0.82549 -2.16922 -5.71879 0.57 0.34 0.26
C 2.32953 -1.82671 -5.77107 -0.65 0.09 0.36
C 0.80736 -2.42589 -3.11409 0.15 0.39 -0.50
H -2.78299 5.08337 -3.76301 0.13 0.17 0.01
H -3.37199 3.52168 -3.22134 0.05 -0.13 0.18
H -4.24949 4.42590 -4.43622 -0.27 0.01 -0.12
H -0.41973 5.00205 -5.27478 -0.08 0.19 0.01
H 0.10809 3.66240 -6.26791 0.11 -0.08 -0.19
H 0.07650 3.49237 -4.51983 0.04 -0.09 0.22
H -2.94394 4.80155 -7.35971 0.03 0.23 0.01
H -4.03678 3.43684 -7.24338 -0.19 -0.07 0.04
H -2.46143 3.23721 -7.98345 0.15 -0.11 -0.12
H -1.92115 0.85592 -6.02237 0.10 -0.18 -0.05
H -3.38446 1.09919 -5.09843 -0.13 -0.08 0.04
H 1.35069 0.68207 -3.78243 0.08 0.08 0.06
H 0.55627 0.92734 -5.32393 -0.06 0.23 -0.16
H -0.93222 -1.71845 -6.70058 0.04 0.13 -0.22
H -1.73228 -1.95816 -5.15589 -0.06 0.05 0.14
H -0.77689 -3.24358 -5.86430 0.09 -0.24 0.00
H 2.33360 -1.29671 -6.71638 -0.07 0.14 -0.23
H 2.46942 -2.88022 -5.98762 0.01 -0.25 -0.02
H 3.19266 -1.48723 -5.20690 0.14 0.07 0.18
H -0.06007 -2.15971 -2.51221 -0.15 0.04 0.07
H 1.72011 -2.17545 -2.56803 0.06 0.06 0.00
H 0.79352 -3.50444 -3.24245 -0.02 -0.19 -0.03
```
Positions in Å, forces in eV/Å.

The HOMO energy comes out at -9.603 eV. Its net charge is +1. The value obtained for the HOMO-LUMO gap is 0.275 hartree. The calculation puts the total energy at -4996.0859 hartree.